--- w ---
This record from the Open Molecules 2025 dataset describes 3 unconnected molecules or ions with the total composition C2H8O4. The level of theory is wB97M-V/def2-TZVPD.

Positions of all 14 atoms, in Å:
C: -0.62922 0.48439 2.44974
C: 0.17662 0.90590 1.25220
O: -0.25715 1.69930 0.33020
O: 1.35440 0.19705 1.24867
H: -1.48404 0.03906 2.07578
H: -0.91387 1.30490 3.05975
H: -0.20891 -0.35647 2.95368
H: 1.84271 0.39765 0.35617
O: 0.66310 -4.02675 -1.70923
H: 1.53703 -3.60609 -1.80302
H: -0.01327 -3.37522 -1.44768
O: -0.74620 2.36623 -3.16738
H: -1.47306 1.84710 -2.67680
H: 0.15186 2.12294 -2.92209

Output
HOMO level in eV: -10.9
Structure (SMILES): CC(=O)O.O.O
Charge: 0
2S+1: 1
E_LUMO in eV: 0.043

--- x ---
This record from the Open Molecules 2025 dataset describes 3 unconnected molecules or ions with the total composition C2H8O4. The level of theory is wB97M-V/def2-TZVPD.

Positions of all 14 atoms, in Å:
C: -1.14257 -1.13247 -1.25927
C: -1.33547 0.34534 -0.91368
O: -1.32946 1.22724 -1.73489
O: -1.66103 0.51546 0.36852
H: -2.14972 -1.23246 -1.67492
H: -0.51241 -1.18726 -2.14577
H: -0.97481 -1.73787 -0.38259
H: -1.48945 1.44469 0.64220
O: -1.23124 3.07257 0.14427
H: -1.20472 2.89137 -0.80658
H: -0.47465 3.60689 0.33771
O: 4.93074 -2.62980 2.45277
H: 4.31806 -2.86825 3.13980
H: 4.25672 -2.31544 1.83243

Output
HOMO level in eV: -10.6
Structure (SMILES): CC(=O)O.O.O
Charge: 0
2S+1: 1
E_LUMO in eV: 0.490

Q: Which of them is the most stable? A: x.

--- w ---
This record from the Open Molecules 2025 dataset describes 2 unconnected molecules or ions with the total composition C4H6FO4S. The level of theory is wB97M-V/def2-TZVPD.

Positions of all 16 atoms, in Å:
C: 1.02704 2.07514 -0.85978
C: 1.53562 0.94464 -0.51089
C: -0.01705 -1.39468 1.26468
C: -0.06790 0.01213 0.64698
O: -0.98042 -1.03612 -1.59778
O: -1.73446 1.29740 -1.08652
O: -2.41990 -0.58187 0.41030
O: 0.50718 -2.39421 0.34963
F: -0.16648 0.90515 1.72101
S: -1.45598 -0.04190 -0.54741
H: 1.52472 2.55598 -1.64959
H: 0.06857 2.36968 -0.62579
H: 2.49443 0.39502 -0.59051
H: -1.08511 -1.59170 1.40242
H: 0.58520 -1.43571 2.17420
H: 0.18455 -2.07896 -0.50095

Output
HOMO level in eV: -5.2
Charge: -1
2S+1: 1
E_LUMO in eV: 3.928

--- x ---
This record from the Open Molecules 2025 dataset describes 2 unconnected molecules or ions with the total composition C4H6FO4S. The level of theory is wB97M-V/def2-TZVPD.

Positions of all 16 atoms, in Å:
C: 0.78194 0.67849 -2.70220
C: -0.10317 0.98757 -1.80845
C: 0.65923 -1.32800 0.78342
C: 0.35605 0.12305 0.63354
O: -2.09270 -0.39612 1.33493
O: -1.52318 1.96228 1.04727
O: -0.58304 0.68609 2.92287
O: -0.41970 -2.14513 0.45913
F: 1.42781 0.90776 0.92727
S: -1.10618 0.67503 1.56363
H: 0.71275 0.98225 -3.75011
H: 1.66505 0.09996 -2.46803
H: -1.02414 1.51270 -1.72684
H: 0.95522 -1.47316 1.84559
H: 1.51383 -1.62764 0.15858
H: -1.21977 -1.64513 0.77939

Output
HOMO level (spin up / spin down) in eV: -5.2 / -4.8
Charge: -1
2S+1: 1
E_LUMO (spin up / spin down) in eV: 3.664 / 3.583

Q: Which of them is the most stable? A: w.

--- w ---
This record from the Open Molecules 2025 dataset describes a molecular structure, C20H25IrN3O7S2. The level of theory is wB97M-V/def2-TZVPD.

Positions of all 58 atoms, in Å:
Ir: 0.61370 -0.21674 -0.39891
C: 3.21534 0.69545 -1.45509
C: 2.49039 0.20963 -2.69121
N: 1.03181 0.13631 -2.37889
C: 0.26512 -0.81603 -3.22801
C: 0.60641 -2.24680 -2.81360
S: 0.92231 -2.37085 -0.99947
C: 2.74973 -2.48257 -0.89411
C: 3.26834 -1.38634 0.02074
N: 2.68224 -0.02938 -0.26286
H: 3.00716 1.75294 -1.29566
H: 4.29461 0.56520 -1.53766
H: 2.82931 -0.76914 -3.01869
H: 2.64089 0.89987 -3.52135
H: 0.64914 1.07592 -2.49318
H: 0.47567 -0.64994 -4.28568
H: -0.78991 -0.61660 -3.04904
H: 1.47390 -2.66098 -3.32547
H: -0.23587 -2.90723 -3.00922
H: 3.18182 -2.46073 -1.89123
H: 2.98254 -3.45287 -0.45724
H: 4.35724 -1.32420 -0.02776
H: 2.98618 -1.61538 1.04896
H: 2.91879 0.52301 0.55899
O: -0.89990 2.63441 1.29933
C: -0.20312 2.80375 0.26338
O: 0.35730 1.94741 -0.44701
C: -0.07912 4.27208 0.04491
C: -1.21740 5.08480 0.03380
C: -1.07969 6.43368 -0.25292
C: 0.17710 6.96670 -0.50241
C: 1.28629 6.13024 -0.45924
C: 1.19580 4.79391 -0.16767
N: 2.62948 6.68636 -0.75207
O: 2.71781 7.88347 -0.85230
O: 3.53322 5.88416 -0.87797
H: -2.18959 4.65827 0.23979
H: -1.95041 7.07327 -0.27660
H: 0.31831 8.01482 -0.72764
H: 2.08805 4.18740 -0.12613
C: 1.51033 -5.68218 3.81093
C: 0.85639 -4.50680 3.14801
C: 1.12696 -3.20480 3.57536
C: 0.49452 -2.11475 3.00408
C: -0.40679 -2.33082 1.96551
C: -0.71577 -3.61693 1.53665
C: -0.07212 -4.69254 2.12280
S: -1.30279 -0.96728 1.32677
O: -0.33201 0.20738 1.46754
O: -2.56468 -0.81726 1.93997
O: -1.35452 -1.04687 -0.22037
H: 2.48240 -5.41804 4.22411
H: 1.63739 -6.51184 3.11724
H: 0.88968 -6.03848 4.63552
H: 1.82218 -3.04624 4.39045
H: 0.68863 -1.11210 3.36143
H: -1.45826 -3.77677 0.76453
H: -0.31538 -5.69695 1.79962

Output
HOMO level (spin up / spin down) in eV: -14.7 / -14.7
Charge: +2
2S+1: 2
E_LUMO (spin up / spin down) in eV: -6.328 / -9.217

--- x ---
This record from the Open Molecules 2025 dataset describes a molecular structure, C20H25IrN3O7S2. The level of theory is wB97M-V/def2-TZVPD.

Positions of all 58 atoms, in Å:
Ir: 0.67261 -0.60387 0.88719
C: -0.49910 -2.53872 2.96335
C: 0.56736 -1.92414 3.83518
N: 0.89760 -0.62891 3.22212
C: 2.21679 -0.05211 3.54823
C: 3.30276 -0.91801 2.92642
S: 2.78425 -1.50752 1.27106
C: 2.36246 -3.26853 1.55626
C: 0.91857 -3.53257 1.13277
N: -0.05194 -2.44729 1.54814
H: -0.70012 -3.57940 3.21810
H: -1.42928 -1.97638 3.04804
H: 0.17713 -1.75714 4.84145
H: 1.45391 -2.54082 3.93501
H: 0.17068 0.03709 3.47288
H: 2.22631 0.95516 3.13442
H: 2.36080 0.02406 4.62919
H: 4.22457 -0.35890 2.77982
H: 3.54503 -1.80189 3.51490
H: 3.03891 -3.86129 0.94353
H: 2.55678 -3.50221 2.59846
H: 0.86019 -3.59239 0.04954
H: 0.56287 -4.47835 1.54409
H: -0.87001 -2.56836 0.94919
O: -0.86467 0.58757 0.03431
C: -1.07624 1.38796 1.00339
O: -0.42382 1.10332 2.05858
C: -1.98397 2.52033 0.90696
C: -2.67656 2.76705 -0.28076
C: -3.53407 3.84905 -0.36069
C: -3.70779 4.68238 0.73797
C: -3.01009 4.41182 1.90232
C: -2.14498 3.34713 2.01559
N: -3.19025 5.29631 3.07801
O: -4.01531 6.17181 2.98082
O: -2.59692 4.98199 4.08802
H: -2.54134 2.10819 -1.12756
H: -4.07394 4.04910 -1.27503
H: -4.37256 5.53414 0.70650
H: -1.61826 3.18242 2.94367
C: -0.39060 -0.06450 -7.25202
C: 0.11071 -0.29256 -5.86100
C: -0.04049 0.68360 -4.87188
C: 0.41983 0.47434 -3.58795
C: 1.05981 -0.73049 -3.30310
C: 1.23165 -1.72560 -4.26655
C: 0.75263 -1.49372 -5.53736
S: 1.59580 -1.03681 -1.70242
O: 1.84122 0.25702 -0.97490
O: 2.62093 -2.03010 -1.65248
O: 0.38517 -1.52174 -0.83519
H: -0.91910 0.88217 -7.33799
H: -1.06636 -0.86765 -7.54858
H: 0.44083 -0.05748 -7.95838
H: -0.51602 1.62310 -5.11977
H: 0.31529 1.23283 -2.82446
H: 1.75244 -2.64202 -4.02627
H: 0.88790 -2.24848 -6.30112

Output
HOMO level (spin up / spin down) in eV: -14.6 / -14.7
Charge: +2
2S+1: 2
E_LUMO (spin up / spin down) in eV: -8.006 / -9.059

Q: Which of them is the most stable? A: w.

--- w ---
This record from the Open Molecules 2025 dataset describes a molecular structure, C25H30N2O6. The level of theory is wB97M-V/def2-TZVPD.

Positions of all 63 atoms, in Å:
C: -0.60400 4.24752 2.57713
C: 0.50075 3.84143 1.60629
C: 0.62483 2.32947 1.41731
N: -0.66871 1.65396 1.21106
C: -0.85075 0.75068 0.26234
C: -2.19714 0.51541 -0.24009
C: -3.04035 1.61730 -0.57314
C: -4.36396 1.43736 -0.96057
C: -4.88220 0.14132 -1.08646
C: -4.06316 -0.95886 -0.82063
C: -2.74127 -0.77750 -0.43014
C: -1.70363 1.99748 2.22820
C: -1.91756 3.50827 2.32489
H: -0.26966 4.04454 3.60347
H: -0.76848 5.32597 2.49489
H: 0.32868 4.28815 0.62037
H: 1.47192 4.21665 1.95245
H: 1.27179 2.12764 0.56025
H: 1.10695 1.87981 2.30013
H: 0.05440 0.51764 -0.41861
H: -2.60852 2.62422 -0.52313
H: -4.98806 2.31274 -1.16062
H: -5.91524 -0.00858 -1.41595
H: -4.45113 -1.97643 -0.92169
H: -2.10397 -1.63840 -0.23450
H: -2.64706 1.49146 2.00067
H: -1.33753 1.63068 3.20087
H: -2.63008 3.71843 3.13200
H: -2.37758 3.86867 1.39210
C: 4.95464 0.49915 -2.38228
C: 4.16042 0.61573 -1.11433
O: 2.86245 0.03189 -1.40828
C: 2.15453 -0.14616 -0.29070
C: 0.73127 -0.66672 -0.42344
C: 0.38980 -1.18109 -1.81423
O: -0.77427 -1.22205 -2.20028
O: 1.38693 -1.53804 -2.62634
C: 0.90916 -2.01724 -3.91519
C: 2.10403 -2.01028 -4.82382
C: 0.47233 -1.71598 0.60318
C: -0.17807 -2.94370 0.31183
C: -0.56599 -3.81736 1.32594
C: -0.29891 -3.50196 2.66691
N: -0.77370 -4.32873 3.72811
O: -0.46480 -4.01837 4.90197
O: -1.47286 -5.32909 3.45567
C: 0.43039 -2.34032 2.97551
C: 0.77698 -1.45863 1.95547
O: 2.61478 0.24175 0.78503
H: 5.85990 1.10357 -2.29726
H: 5.26505 -0.54326 -2.52751
H: 4.39257 0.82797 -3.26325
H: 4.62234 0.04880 -0.29782
H: 4.00718 1.65601 -0.80205
H: 0.49202 -3.02099 -3.76467
H: 0.12634 -1.34399 -4.28485
H: 1.84917 -2.51147 -5.75867
H: 2.39059 -0.98211 -5.07139
H: 2.95884 -2.52002 -4.36863
H: -0.45095 -3.19287 -0.71604
H: -1.11341 -4.73183 1.10893
H: 0.66750 -2.13107 4.01423
H: 1.28444 -0.53855 2.21937

Output
HOMO level in eV: -6.9
Charge: 0
2S+1: 1
E_LUMO in eV: -0.286

--- x ---
This record from the Open Molecules 2025 dataset describes a single C25H30N2O6 molecule. The level of theory is wB97M-V/def2-TZVPD.

Positions of all 63 atoms, in Å:
C: 4.30156 4.36626 -4.12584
C: 4.53201 3.83515 -2.71360
O: 3.60306 2.83488 -2.34957
C: 2.33045 3.17670 -2.01694
C: 1.84886 4.47500 -1.87522
C: 0.52769 4.68762 -1.51739
C: -0.33156 3.63129 -1.28789
C: 0.15423 2.33775 -1.43006
N: -0.70356 1.22903 -1.20499
C: -1.93855 1.09425 -1.80089
O: -2.47675 1.91585 -2.49210
C: -2.49370 -0.26855 -1.42307
C: -1.48266 -0.86476 -0.44435
N: -1.00689 -2.18560 -0.81827
C: -1.60296 -3.33846 -0.18285
C: -0.93172 -3.70439 1.15554
C: -1.30976 -2.74924 2.25437
C: -2.54073 -2.84937 2.87530
C: -2.91021 -1.94609 3.86341
C: -2.05476 -0.92692 4.24101
O: -2.32017 0.01057 5.19419
C: -3.54565 -0.06031 5.87597
C: -0.79309 -0.81427 3.61046
O: -0.01789 0.21423 4.03286
C: 1.25601 0.37777 3.44853
C: -0.43882 -1.73002 2.63453
C: -0.01282 -2.20869 -1.73839
O: 0.40056 -1.15971 -2.20525
C: 0.53233 -3.55772 -2.15814
C: 1.72740 -3.39096 -3.08871
C: -0.31894 0.13849 -0.44746
O: 0.66456 0.07574 0.24239
C: 1.46607 2.10406 -1.79450
H: 5.07167 5.09082 -4.37648
H: 4.34227 3.54537 -4.83714
H: 3.32725 4.84150 -4.20806
H: 5.50237 3.33307 -2.66159
H: 4.53017 4.65352 -1.98281
H: 2.48601 5.32986 -2.03796
H: 0.16740 5.70030 -1.41448
H: -1.35997 3.80114 -1.01518
H: -3.49366 -0.15952 -1.00414
H: -2.56987 -0.86628 -2.33313
H: -1.87154 -0.92169 0.57593
H: -2.66015 -3.11995 -0.00781
H: -1.54464 -4.18791 -0.86534
H: -1.24940 -4.71384 1.42455
H: 0.15050 -3.70565 1.02230
H: -3.22516 -3.63820 2.59892
H: -3.87487 -2.05371 4.33300
H: -4.39588 0.06269 5.19591
H: -3.65176 -1.00498 6.42048
H: -3.53400 0.76421 6.58703
H: 1.19306 0.50854 2.36498
H: 1.66874 1.27747 3.90148
H: 1.90685 -0.47298 3.67571
H: 0.51274 -1.64470 2.13627
H: -0.26043 -4.11135 -2.66930
H: 0.82391 -4.12120 -1.27035
H: 2.52004 -2.84470 -2.58469
H: 1.44024 -2.82552 -3.97101
H: 2.10582 -4.36260 -3.39645
H: 1.82872 1.09671 -1.91369

Output
HOMO level in eV: -8.0
Structure (SMILES): CCOc1cccc(N2C(=O)C[C@@H](N(CCc3ccc(OC)c(OC)c3)C(=O)CC)C2=O)c1
Charge: 0
2S+1: 1
E_LUMO in eV: 0.597

Q: Which of them is the most stable? A: x.